A structure of composition C29H46BrN3P2SW, computed with ωB97M-V with the def2-TZVPD basis set.

XYZ file:
```
83
Properties=species:S:1:pos:R:3:forces:R:3
N 5.7970 -6.3574 -1.4384 0.1 0.5 0.1
C 6.1821 -5.1757 -0.9592 -0.6 0.6 0.3
C 5.3093 -4.0628 -0.8699 0.7 0.2 -0.1
C 3.9455 -4.1710 -1.2521 -0.7 0.8 -0.6
C 3.5780 -5.4520 -1.7477 0.0 -0.7 0.1
C 4.5344 -6.4847 -1.8403 -0.9 0.4 0.0
C 3.0410 -2.9832 -1.0877 2.6 -1.0 -0.8
W -0.0805 -1.1209 0.3855 -1.4 2.0 0.1
P -2.5900 -0.5733 1.8463 3.3 -2.5 1.4
C 1.6787 -2.9875 -0.7653 -1.6 -0.4 1.4
C 1.3297 -2.6658 0.6402 0.8 -1.3 -2.4
C 0.1032 -3.2052 1.1684 0.7 0.3 1.2
C -0.2190 -2.7577 2.4846 -0.2 -1.3 -2.6
C 0.7554 -2.1266 3.2856 0.7 0.1 0.4
C 1.6760 -1.3038 2.6686 0.3 0.1 0.2
C 1.9206 -1.5455 1.2944 0.5 -0.9 0.4
Br 1.0830 -2.8258 4.9479 -0.5 0.4 0.7
H 3.5339 -1.9773 -1.2123 0.0 -1.0 1.1
H 0.9163 -3.5853 -1.2935 0.9 -0.5 0.5
H 5.7147 -3.1325 -0.4739 -0.1 -0.1 -0.1
H 2.5774 -5.6747 -2.0967 0.0 0.1 0.0
H 7.2180 -5.0933 -0.6139 -0.4 0.0 -0.2
H 4.2679 -7.4699 -2.2383 -0.1 0.5 0.1
H -0.4875 -3.9473 0.6246 0.1 0.2 0.3
H 2.8332 -1.1361 0.8898 -0.1 0.2 -0.1
H -1.1632 -3.1129 2.8451 0.1 -0.3 0.7
H 2.3904 -0.6617 3.2091 -0.5 -0.4 0.0
P -0.8292 -1.4627 -2.0790 -1.6 -0.2 -3.1
C -2.2175 -0.6105 3.6508 0.5 0.0 0.6
C -3.2010 -0.7462 4.8433 -0.6 0.1 -0.1
H -1.5873 0.2807 3.8364 0.0 -0.4 -0.1
H -1.5867 -1.5232 3.6973 -0.4 1.0 0.3
H -2.6057 -0.7252 5.7728 -0.1 0.0 -0.5
H -3.9451 0.0728 4.9311 0.4 -0.6 -0.3
H -3.7096 -1.7252 4.8254 0.0 0.5 0.0
C -3.3958 -2.2059 1.4886 -0.9 -0.4 -1.5
C -4.8843 -2.5276 1.7486 0.0 0.3 0.0
H -2.8004 -2.9369 2.0943 -0.2 0.9 -0.6
H -3.1519 -2.3498 0.3970 -0.3 -0.2 1.0
H -5.0828 -3.5354 1.3735 0.2 0.0 0.1
H -5.1412 -2.5250 2.8164 0.1 0.2 -0.4
H -5.5469 -1.8654 1.1863 0.0 0.0 0.2
C -2.2104 1.0442 1.2025 -1.2 1.6 -1.1
C -3.2361 2.1686 1.4792 -0.2 0.3 -0.2
H -2.0948 0.9358 0.1005 0.2 0.1 0.4
H -1.2331 1.3086 1.6730 -0.8 -0.5 -0.4
H -3.2850 2.8935 0.6610 0.1 -0.2 0.0
H -4.2467 1.7842 1.6115 0.0 0.0 0.0
H -2.9684 2.7349 2.3632 0.0 0.0 0.3
C -1.4248 0.1275 -2.8778 0.3 0.7 1.0
C -1.9763 0.2028 -4.3248 0.0 -0.1 0.1
H -0.5761 0.8235 -2.7726 -0.4 -0.1 0.0
H -2.2101 0.4690 -2.1786 0.2 0.1 -0.2
H -1.1899 0.2127 -5.0905 -0.1 0.0 0.3
H -2.6880 -0.5905 -4.5798 0.1 0.3 0.1
H -2.5260 1.1562 -4.3922 0.2 -0.4 -0.1
C -2.3778 -2.4345 -2.4709 -0.1 0.3 0.7
C -2.3128 -3.9514 -2.4712 -0.2 -0.6 -0.1
H -2.6564 -2.0943 -3.4878 0.1 -0.1 0.8
H -3.1426 -2.0761 -1.7636 0.0 -0.1 -0.3
H -1.9422 -4.3572 -3.4275 0.0 0.2 0.4
H -1.7119 -4.3932 -1.6603 -0.2 0.1 -0.1
H -3.3467 -4.3220 -2.3713 0.5 -0.1 0.0
C 0.0977 -2.1338 -3.5769 0.9 -0.4 0.7
C 1.3271 -1.3571 -3.9938 0.4 0.3 -0.3
H -0.6181 -2.1860 -4.4179 0.0 0.2 0.7
H 0.3910 -3.1677 -3.3540 -0.2 0.1 -0.1
H 2.0818 -1.2921 -3.2038 0.0 -0.1 0.0
H 1.7985 -1.8308 -4.8641 -0.1 0.0 0.2
H 1.0941 -0.3348 -4.2968 -0.1 0.0 0.0
C 0.7543 3.3906 -1.7986 -0.2 0.2 -0.2
N 0.7168 3.1889 -0.3369 0.1 -0.9 0.4
C 0.2850 4.1147 0.6274 0.3 -0.2 -0.9
C 0.3638 3.5202 1.8391 0.2 -1.0 -0.4
N 0.7970 2.2000 1.5981 0.6 0.3 -1.1
C 1.0409 2.0218 0.2549 -1.0 0.4 0.7
S 1.4026 0.4967 -0.6385 -0.5 1.6 0.2
H 1.6275 2.8920 -2.2321 -0.1 0.3 0.3
H -0.1466 2.9763 -2.2739 0.2 0.2 0.3
H 0.7949 4.4648 -1.9733 0.1 -0.1 -0.1
H -0.0484 5.1012 0.3032 0.3 -0.3 0.4
H 0.1728 3.8958 2.8309 0.0 0.0 0.0
H 0.9308 1.4508 2.2731 0.2 0.6 0.0
```
Forces are in eV/Å.

Calculated values
Calculated total energy = -136523.5647 eV
<S²> = 2.1071
E_HOMO (spin up / spin down) = -0.696 / -0.701 hartree
Multiplicity = 3
Molecular weight = 794.5 g/mol
Relative energy (zero: lowest compared OMol25 entry of this formula, charge and spin) = 0.0 kJ/mol
Max |F| = 4.4 eV Å⁻¹
Net charge = +4
Lowest unoccupied orbital energy (spin up / spin down) = -13.343 / -13.554 eV
Kohn-Sham gap (spin up / spin down) = 0.2060 / 0.2028 Eh